{"formula": "C16H24N2O2", "method": "the ωB97M-V functional and the def2-TZVPD basis", "smiles": "Cc1cc2c(OC[C@@H](O)CNC(C)(C)C)cccc2[nH]1", "relative_energy_kcal_mol": 33.5, "charge": 0, "homo_ha": -0.2746, "e_tot_ha": -884.0773, "species": ["C", "C", "C", "C", "C", "O", "C", "C", "O", "C", "N", "C", "C", "C", "C", "C", "C", "C", "C", "N", "H", "H", "H", "H", "H", "H", "H", "H", "H", "H", "H", "H", "H", "H", "H", "H", "H", "H", "H", "H", "H", "H", "H", "H"], "coordinates": [[4.03815, -2.21208, 1.88082], [3.40372, -1.29130, 0.90024], [2.32952, -1.48257, 0.08424], [2.13398, -0.28392, -0.67001], [1.24110, 0.15296, -1.66308], [0.19474, -0.55604, -2.17957], [-0.38424, -1.59153, -1.41757], [-1.88941, -1.63581, -1.73153], [-2.47006, -2.79384, -1.18586], [-2.55915, -0.35483, -1.19865], [-2.57165, -0.39650, 0.25670], [-2.42290, 0.86069, 0.98953], [-3.42235, 1.93718, 0.53616], [-0.98899, 1.37579, 0.83295], [-2.67190, 0.53212, 2.46578], [1.42921, 1.41729, -2.20394], [2.45012, 2.26235, -1.78141], [3.32454, 1.87743, -0.78904], [3.15563, 0.60798, -0.25367], [3.89556, -0.02688, 0.70180], [4.02570, -1.77910, 2.88163], [3.50260, -3.15656, 1.90359], [5.07641, -2.40707, 1.61036], [1.76737, -2.39195, 0.02015], [-0.26658, -1.40165, -0.34577], [0.06839, -2.55770, -1.67676], [-2.02823, -1.70368, -2.81428], [-2.41076, -2.70748, -0.22552], [-1.96661, 0.48939, -1.54877], [-3.56728, -0.27047, -1.62714], [-3.42306, -0.85344, 0.56803], [-4.44231, 1.56230, 0.60852], [-3.33504, 2.81949, 1.16498], [-3.23520, 2.23098, -0.49367], [-0.28096, 0.61847, 1.15979], [-0.84687, 2.26727, 1.43806], [-0.76219, 1.62987, -0.19849], [-2.00895, -0.26820, 2.78510], [-2.48726, 1.40579, 3.08478], [-3.70080, 0.21263, 2.62179], [0.74923, 1.73627, -2.97879], [2.54608, 3.23662, -2.23628], [4.11555, 2.52641, -0.44537], [4.69516, 0.36333, 1.17020]], "nbo_charge": [-0.64, 0.18, -0.31, -0.18, 0.34, -0.51, -0.10, 0.08, -0.71, -0.25, -0.67, 0.13, -0.63, -0.62, -0.61, -0.30, -0.19, -0.30, 0.23, -0.55, 0.22, 0.23, 0.22, 0.22, 0.19, 0.18, 0.18, 0.47, 0.21, 0.19, 0.36, 0.20, 0.21, 0.21, 0.22, 0.21, 0.22, 0.22, 0.21, 0.20, 0.22, 0.21, 0.21, 0.41]}


{"formula": "C5H9NO", "method": "the ωB97M-V functional and the def2-TZVPD basis", "smiles": "CC(=O)[C@@H]1CN1C", "relative_energy_kcal_mol": 55.6, "charge": 0, "homo_ha": -0.3468, "e_tot_ha": -325.8489, "species": ["C", "C", "O", "C", "C", "N", "C", "H", "H", "H", "H", "H", "H", "H", "H", "H"], "coordinates": [[1.30294, -1.84737, 0.63632], [1.05405, -0.45646, 1.12638], [1.64884, -0.01183, 2.09119], [0.11744, 0.51383, 0.50122], [-1.36252, 0.31466, 0.42391], [-0.55809, 0.22982, -0.76210], [-0.74802, 1.25237, -1.78025], [2.32683, -1.88314, 0.24840], [1.26746, -2.50626, 1.50684], [0.60950, -2.17057, -0.14013], [0.53410, 1.41049, 1.00058], [-1.96106, 1.22007, 0.54923], [-1.82719, -0.59656, 0.79119], [-1.65476, 1.04037, -2.36227], [0.09434, 1.22950, -2.47535], [-0.84388, 2.26108, -1.35518]], "nbo_charge": [-0.72, 0.58, -0.56, -0.21, -0.23, -0.39, -0.41, 0.25, 0.24, 0.23, 0.24, 0.19, 0.20, 0.20, 0.21, 0.17]}


{"formula": "C4H10ClN2O", "method": "the ωB97M-V functional and the def2-TZVPD basis", "relative_energy_kcal_mol": 105.7, "charge": 1, "homo_ha": [-0.4758, -0.4756], "e_tot_ha": -802.9445, "species": ["C", "C", "C", "C", "N", "N", "O", "Cl", "H", "H", "H", "H", "H", "H", "H", "H", "H", "H"], "coordinates": [[0.47051, -0.72398, 1.26516], [-1.01313, -0.95296, 1.05808], [0.93995, 0.26843, 0.10520], [0.12270, 0.07956, -1.06079], [-1.46159, -1.15948, -0.28473], [-0.78158, 1.11385, -1.67752], [2.28299, 0.09737, -0.35213], [-1.47342, -2.76154, -0.83488], [0.78443, -0.30795, 2.27596], [1.06810, -1.67698, 1.11257], [-1.47586, -1.78987, 1.67590], [-1.43969, -0.00776, 1.39384], [0.80001, 1.27486, 0.65511], [0.60233, -0.39205, -1.83983], [-1.29529, 0.56514, -2.37200], [-0.05251, 1.75503, -2.21031], [-1.42792, 1.63441, -0.99072], [2.88903, 0.33350, 0.33181]], "nbo_charge": [-0.41, -0.30, -0.01, 0.10, -0.43, -0.72, -0.69, 0.19, 0.25, 0.24, 0.26, 0.20, 0.20, 0.23, 0.47, 0.47, 0.47, 0.49]}


{"formula": "C29H27CsN5O4S2", "method": "the ωB97M-V functional and the def2-TZVPD basis", "relative_energy_kcal_mol": 0.0, "charge": -1, "homo_ha": -0.1195, "e_tot_ha": -2512.5755, "species": ["Cs", "C", "O", "C", "C", "C", "C", "C", "C", "N", "N", "C", "O", "C", "C", "C", "C", "C", "C", "C", "O", "H", "H", "H", "H", "H", "H", "H", "H", "H", "H", "H", "H", "N", "C", "C", "C", "C", "C", "C", "S", "N", "C", "C", "C", "C", "C", "C", "N", "H", "H", "H", "H", "H", "H", "H", "H", "H", "C", "S", "C", "O", "H", "H", "H", "H", "H", "H"], "coordinates": [[0.87312, 0.51515, -1.03187], [-2.92270, 1.65831, -4.19500], [-3.74678, 2.28177, -3.22583], [-3.09770, 3.20267, -2.41492], [-3.53639, 4.50198, -2.45232], [-2.96713, 5.46888, -1.61628], [-1.97149, 5.07286, -0.74847], [-1.50881, 3.75117, -0.66562], [-0.54233, 3.52816, 0.42110], [-0.16441, 2.45023, 0.99138], [0.59442, 2.68371, 2.13932], [1.47607, 1.75222, 2.40898], [1.78620, 0.73548, 1.71030], [2.22844, 1.96557, 3.70165], [3.08962, 0.96758, 4.14812], [3.80698, 1.12065, 5.32701], [3.67566, 2.28179, 6.07499], [2.81728, 3.28341, 5.63598], [2.09850, 3.12768, 4.46112], [-2.04764, 2.74975, -1.53785], [-1.66013, 1.53820, -1.58297], [-3.59065, 1.20105, -4.92723], [-2.28251, 0.90405, -3.73732], [-2.29468, 2.40063, -4.70163], [-4.33449, 4.75044, -3.14368], [-3.30655, 6.49638, -1.64354], [-1.53115, 5.80310, -0.07658], [-0.18230, 4.46430, 0.86911], [3.16663, 0.07027, 3.54675], [4.46706, 0.32999, 5.66623], [4.23486, 2.40560, 6.99501], [2.70830, 4.19266, 6.21595], [1.42296, 3.89406, 4.10724], [-2.26276, -3.69946, -0.35838], [-3.64479, -3.45972, -0.34004], [-4.52343, -4.45349, 0.05581], [-5.89454, -4.21194, 0.07206], [-6.38119, -2.98597, -0.34150], [-5.49369, -1.99816, -0.76200], [-4.12695, -2.21503, -0.74340], [-3.02536, -0.89210, -1.18745], [-1.58380, -1.72098, -1.46916], [-1.36414, -2.89074, -1.03690], [-0.04972, -3.54710, -1.33965], [-0.01362, -4.89001, -1.71129], [1.20837, -5.45574, -2.03472], [2.34487, -4.66694, -1.97213], [2.20552, -3.34119, -1.59013], [1.04091, -2.78512, -1.27943], [-1.91755, -4.52319, 0.10023], [-4.13529, -5.41837, 0.36392], [-6.57136, -4.98931, 0.40205], [-7.44523, -2.79019, -0.34067], [-5.86514, -1.03455, -1.09040], [-0.92864, -5.46220, -1.78051], [1.26561, -6.49173, -2.34341], [3.32257, -5.06206, -2.21220], [3.07035, -2.68999, -1.52217], [6.05478, -0.86998, -1.05177], [4.46891, -0.30481, -0.41038], [5.06609, 0.77895, 0.87586], [3.87815, 0.54036, -1.49490], [6.66995, -0.01332, -1.32558], [5.84257, -1.46811, -1.93551], [6.55082, -1.48382, -0.30005], [5.65606, 0.19897, 1.58545], [4.17429, 1.16542, 1.37441], [5.64915, 1.58186, 0.42479]], "mulliken_charge": [1.24, -0.62, -0.50, 0.12, -0.45, -0.76, -0.82, 1.03, -0.36, -0.13, -0.69, 0.06, -0.82, 0.36, -0.24, -0.68, -0.32, -0.59, -0.24, 0.19, -0.46, 0.25, 0.14, 0.29, 0.39, 0.35, 0.27, 0.21, 0.44, 0.35, 0.36, 0.36, 0.45, -0.17, 0.07, -0.58, -0.57, -0.63, -0.55, 0.47, 0.18, -0.40, 0.67, -0.01, -0.70, -0.47, -0.69, 0.07, 0.00, 0.28, 0.33, 0.36, 0.37, 0.44, 0.46, 0.42, 0.38, 0.15, -1.09, 0.67, -0.65, -0.67, 0.31, 0.34, 0.36, 0.33, -0.06, 0.40]}


{"formula": "C19H22ClMnNO4P2S", "method": "the ωB97M-V functional and the def2-TZVPD basis", "relative_energy_kcal_mol": 0.0, "charge": 2, "homo_ha": [-0.5544, -0.5493], "multiplicity": 2, "e_tot_ha": -3784.1779, "s2": 0.9809, "species": ["Mn", "S", "C", "C", "C", "C", "C", "C", "C", "C", "C", "N", "H", "H", "H", "H", "H", "H", "C", "P", "C", "C", "C", "C", "C", "C", "C", "P", "C", "C", "H", "H", "H", "H", "H", "H", "H", "H", "H", "H", "H", "H", "H", "H", "H", "H", "O", "Cl", "O", "O", "O"], "coordinates": [[-0.53645, 0.14133, 0.02325], [-0.92095, -1.86215, 3.86563], [-0.33227, -0.26725, 4.20482], [-0.01330, 0.45335, 3.08426], [-0.27933, -0.26537, 1.90756], [-0.73227, -1.58704, 2.20294], [-0.98597, -2.49255, 1.11475], [-1.31719, -3.83371, 1.24803], [-1.49105, -4.59881, 0.10343], [-1.31867, -3.99760, -1.12952], [-0.99707, -2.64352, -1.18783], [-0.84100, -1.89699, -0.10257], [-0.30107, 0.06861, 5.23222], [0.31418, 1.48217, 3.12045], [-1.43203, -4.26957, 2.23175], [-1.75084, -5.64588, 0.17762], [-1.43281, -4.55558, -2.04802], [-0.85752, -2.15464, -2.14118], [-1.39041, 0.29007, -3.50118], [-0.08247, 0.66267, -2.30303], [0.23897, 2.42750, -2.55654], [1.43308, -0.19278, -2.77377], [1.80142, -0.43029, -4.09411], [3.03166, -1.00762, -4.37167], [3.89941, -1.33152, -3.33697], [3.53909, -1.09364, -2.01850], [2.29856, -0.53170, -1.72863], [1.76537, -0.17894, -0.02581], [2.68822, 1.27130, 0.53768], [2.41748, -1.55286, 0.96134], [-1.12793, 0.70270, -4.47610], [-2.31019, 0.76752, -3.16053], [-1.56861, -0.77787, -3.60810], [0.55753, 2.58556, -3.58778], [1.02005, 2.77487, -1.88281], [-0.66899, 2.99834, -2.36471], [1.13813, -0.16687, -4.90872], [3.31769, -1.19908, -5.39699], [4.86139, -1.77389, -3.55762], [4.23303, -1.35361, -1.22970], [3.75680, 1.11859, 0.38280], [2.50146, 1.43121, 1.60009], [2.37110, 2.15888, -0.00798], [3.49551, -1.63460, 0.82721], [1.95632, -2.49289, 0.65843], [2.22190, -1.37265, 2.01844], [-2.59668, 2.98723, -0.70902], [-2.18853, 2.12627, 0.31964], [-2.72697, 2.39950, 1.58190], [-2.44160, 0.68590, -0.06883], [-0.67068, 2.07770, 0.39079]], "nbo_charge": [0.70, 0.61, -0.31, -0.30, -0.11, -0.22, 0.15, -0.18, -0.11, -0.20, 0.08, -0.48, 0.28, 0.27, 0.25, 0.26, 0.26, 0.21, -0.95, 1.09, -0.94, -0.37, -0.17, -0.15, -0.17, -0.12, -0.39, 1.22, -0.96, -0.96, 0.27, 0.28, 0.26, 0.27, 0.26, 0.28, 0.23, 0.25, 0.25, 0.22, 0.27, 0.26, 0.26, 0.27, 0.26, 0.26, -0.71, 2.51, -0.69, -0.78, -0.77]}